Record 1
Below is a molecular structure, C23H58Br2N8NbO4P2 at a distorted geometry, with properties calculated with ωB97M-V/def2-TZVPD.

Output
- HOMO energy: -4.8 eV
- Kohn-Sham gap: 6.760 eV
- LUMO energy: 2.0 eV

Structure (ORCA input):
```
! wB97M-V def2-TZVPD RIJCOSX def2/J DEFGRID3
* xyz -1 1
C 1.752 -3.071 -4.141
C 1.824 -3.189 -2.631
O 2.648 -2.550 -2.017
N 0.938 -4.044 -2.000
C -0.368 -4.194 -2.643
C 0.809 -3.782 -0.558
C 0.183 -2.402 -0.217
C 1.102 -1.536 0.631
C 0.452 -0.245 1.195
Nb -0.775 1.011 -0.157
N -2.091 2.133 -1.379
C -2.049 1.837 -2.554
O -2.070 1.619 -3.711
C 0.975 2.527 -0.466
Br 2.754 1.690 -0.372
C 0.874 3.826 0.385
C 2.183 4.492 0.788
Br -0.092 5.145 -0.728
H 0.837 -2.582 -4.469
H 1.867 -4.060 -4.587
H 2.587 -2.448 -4.445
H -0.933 -3.258 -2.659
H -0.920 -4.969 -2.115
H -0.280 -4.518 -3.678
H 1.775 -3.873 -0.068
H 0.113 -4.538 -0.190
H -0.746 -2.536 0.341
H -0.067 -1.920 -1.162
H 1.390 -2.152 1.496
H 2.030 -1.277 0.123
H -0.206 -0.559 2.017
H 1.249 0.343 1.659
H -1.290 2.003 1.328
H -2.123 -0.209 0.150
H -0.169 0.181 -1.697
H 0.865 2.834 -1.506
H 0.247 3.652 1.252
H 1.942 5.365 1.398
H 2.693 4.835 -0.111
H 2.810 3.840 1.391
O -3.903 -5.751 -3.558
P -4.886 -6.839 -3.409
N -4.430 -7.624 -1.973
C -4.635 -9.012 -1.619
C -4.585 -6.756 -0.810
N -4.533 -7.820 -4.818
C -3.938 -9.144 -4.706
C -3.787 -7.082 -5.842
N -6.574 -7.125 -3.397
C -7.133 -8.347 -3.940
C -7.296 -5.962 -3.949
H -5.665 -9.232 -1.296
H -3.974 -9.262 -0.786
H -4.366 -9.688 -2.418
H -5.640 -6.627 -0.529
H -4.157 -5.774 -1.007
H -4.051 -7.176 0.043
H -2.981 -9.139 -4.167
H -3.766 -9.540 -5.710
H -4.611 -9.862 -4.240
H -2.717 -7.017 -5.614
H -4.164 -6.069 -5.955
H -3.902 -7.594 -6.800
H -6.983 -8.446 -5.020
H -8.207 -8.328 -3.741
H -6.751 -9.234 -3.438
H -7.113 -5.831 -5.024
H -6.984 -5.047 -3.443
H -8.370 -6.069 -3.790
O 2.765 6.805 3.975
P 3.652 7.815 4.580
N 3.769 9.032 3.399
C 4.869 9.946 3.177
C 2.488 9.686 3.166
N 5.146 6.916 4.728
C 6.318 7.231 3.923
C 4.937 5.465 4.661
N 3.848 8.748 6.005
C 5.165 9.061 6.522
C 3.007 8.211 7.091
H 4.896 10.780 3.898
H 4.766 10.381 2.181
H 5.829 9.449 3.180
H 2.214 10.364 3.989
H 1.698 8.944 3.050
H 2.526 10.264 2.242
H 6.118 7.194 2.845
H 7.106 6.510 4.152
H 6.748 8.198 4.179
H 4.818 5.107 3.633
H 4.055 5.165 5.220
H 5.802 4.964 5.101
H 5.718 8.177 6.855
H 5.029 9.726 7.378
H 5.769 9.615 5.804
H 3.351 7.226 7.435
H 1.975 8.105 6.753
H 3.000 8.892 7.942
*
```

Löwdin atomic charge list, values in e, 6 entries: -0.008, -0.516, 0.068, -0.110, -0.066, -0.164



Record 2
Below is 7 unconnected molecules or ions with the total composition C23H59N8O7PSi at a distorted geometry, with properties calculated with ωB97M-V/def2-TZVPD.

Output
- HOMO energy: -7.9 eV
- Kohn-Sham gap: 8.426 eV
- LUMO energy: 0.5 eV

Structure (ORCA input):
```
! wB97M-V def2-TZVPD RIJCOSX def2/J DEFGRID3
* xyz 0 1
C -5.234 -0.545 1.670
C -3.809 -1.074 1.556
N -2.915 -0.002 1.091
Si -1.198 -0.367 1.124
C -0.680 -1.758 2.281
C 0.798 -1.663 2.747
C 1.180 -0.361 3.457
O 2.511 -0.500 4.002
P -0.372 -0.863 -0.896
N -0.122 -2.422 -1.160
H -5.603 -0.282 0.674
H -5.294 0.348 2.282
H -5.903 -1.318 2.046
H -3.492 -1.476 2.516
H -3.850 -1.923 0.859
H -3.227 0.292 0.167
H -0.494 0.865 1.559
H -1.305 -1.848 3.169
H -0.744 -2.685 1.704
H 0.988 -2.462 3.464
H 1.489 -1.792 1.909
H 0.500 -0.162 4.283
H 1.202 0.492 2.784
H 3.107 -0.313 3.263
H -1.288 -0.296 -1.827
H 0.840 -0.140 -1.018
H 0.857 -2.584 -1.366
C 0.383 4.720 -1.516
N 0.646 3.316 -1.766
C 1.804 2.741 -2.190
C 2.992 3.632 -2.432
O 1.871 1.528 -2.343
H 0.084 4.857 -0.475
H -0.430 5.060 -2.159
H 1.263 5.321 -1.712
H -0.103 2.657 -1.617
H 3.828 3.013 -2.746
H 2.778 4.369 -3.209
H 3.269 4.143 -1.508
C -5.946 -2.524 -3.993
N -5.613 -1.359 -3.194
C -4.502 -1.147 -2.447
C -3.456 -2.232 -2.410
O -4.365 -0.101 -1.822
H -6.077 -2.228 -5.035
H -6.881 -2.958 -3.634
H -5.165 -3.274 -3.936
H -6.267 -0.593 -3.170
H -2.658 -1.882 -1.771
H -3.867 -3.152 -1.995
H -3.054 -2.425 -3.405
C 7.711 3.205 0.882
N 7.129 3.272 -0.446
C 6.131 2.508 -0.959
C 5.522 1.457 -0.066
O 5.743 2.673 -2.108
H 7.584 4.165 1.387
H 8.778 2.991 0.804
H 7.241 2.428 1.476
H 7.489 3.954 -1.094
H 4.745 0.938 -0.624
H 6.270 0.731 0.251
H 5.071 1.920 0.813
C 4.469 -3.504 3.286
N 5.296 -2.338 3.015
C 5.935 -2.011 1.861
C 5.777 -2.948 0.690
O 6.616 -0.996 1.790
H 3.470 -3.183 3.581
H 4.908 -4.078 4.104
H 4.394 -4.141 2.411
H 5.444 -1.674 3.759
H 6.344 -2.557 -0.150
H 6.158 -3.939 0.938
H 4.728 -3.025 0.399
C -8.033 3.419 6.207
N -7.520 2.134 5.772
C -7.060 1.782 4.541
C -7.072 2.841 3.465
O -6.657 0.650 4.331
H -7.424 3.799 7.029
H -9.060 3.304 6.560
H -8.020 4.141 5.398
H -7.484 1.382 6.442
H -6.679 2.413 2.548
H -8.089 3.189 3.281
H -6.445 3.687 3.752
C 0.953 -1.464 -4.302
N 1.479 -2.725 -4.795
C 1.917 -3.026 -6.044
C 1.867 -1.929 -7.080
O 2.333 -4.145 -6.306
H 1.576 -1.111 -3.480
H -0.060 -1.626 -3.928
H 0.934 -0.710 -5.082
H 1.538 -3.499 -4.151
H 2.248 -2.319 -8.019
H 0.842 -1.590 -7.230
H 2.487 -1.085 -6.773
*
```

Löwdin atomic charge list, values in e, 6 entries: -0.100, -0.346, -0.160, 0.490, -0.295, -0.254



Record 3
Below is 12 unconnected molecules or ions with the total composition C23H60BN6O19 at a distorted geometry, with properties calculated with ωB97M-V/def2-TZVPD.

Output
- HOMO energy: -7.5 eV
- Kohn-Sham gap: 9.572 eV
- LUMO energy: 2.1 eV
- ΔE to the lowest compared entry with this formula, charge and spin: 28.5 kcal/mol

Structure (ORCA input):
```
! wB97M-V def2-TZVPD RIJCOSX def2/J DEFGRID3
* xyz -1 1
O 3.517 0.590 0.601
C 2.322 0.565 0.538
O 1.506 0.076 1.441
B 0.155 0.061 0.877
O 0.248 0.793 -0.392
C 1.524 1.025 -0.689
O 2.025 1.426 -1.695
O -0.783 0.795 1.801
C -1.790 0.023 2.109
O -2.700 0.347 2.829
C -1.563 -1.326 1.442
O -0.432 -1.284 0.750
O -2.205 -2.334 1.528
C 7.086 0.113 0.106
O 6.878 -1.118 0.750
H 7.718 -0.097 -0.777
H 6.176 0.471 -0.381
H 7.713 0.779 0.693
H 6.447 -1.707 0.108
C -5.197 2.232 4.854
O -5.191 1.909 3.488
H -4.437 2.989 5.071
H -6.207 2.569 5.084
H -5.010 1.323 5.440
H -4.400 1.478 3.155
C -1.019 3.152 3.498
O -0.896 4.575 3.418
H -1.569 2.840 2.619
H -0.109 2.563 3.609
H -1.667 2.882 4.341
H -0.357 4.844 4.168
C -0.265 -0.478 -3.623
O 0.144 -1.715 -4.251
H -0.410 -0.723 -2.574
H 0.509 0.286 -3.690
H -1.120 -0.257 -4.268
H 0.070 -1.618 -5.201
C 2.428 -3.139 2.466
O 2.746 -2.349 3.368
N 3.398 -3.640 1.659
N 1.156 -3.456 2.169
H 3.183 -4.079 0.784
H 4.321 -3.338 1.917
H 0.486 -3.200 2.871
H 1.003 -4.121 1.436
C 5.575 -1.667 -2.438
O 5.877 -2.357 -1.456
N 6.247 -1.630 -3.615
N 4.491 -0.863 -2.408
H 6.012 -0.960 -4.319
H 7.167 -2.038 -3.575
H 3.885 -0.910 -1.604
H 4.204 -0.249 -3.145
C 5.572 3.627 -2.226
O 5.167 3.859 -3.364
N 6.650 4.264 -1.682
N 5.046 2.686 -1.408
H 6.806 4.242 -0.692
H 7.310 4.764 -2.246
H 5.523 2.261 -0.637
H 4.129 2.339 -1.650
C -4.248 1.564 -0.070
C -3.991 1.774 -1.541
C -3.929 0.483 -2.335
O -4.995 2.649 -2.054
H -5.316 1.534 0.166
H -3.967 2.471 0.472
H -3.826 0.706 0.452
H -3.024 2.246 -1.729
H -3.622 0.604 -3.373
H -4.877 -0.067 -2.297
H -3.237 -0.201 -1.837
H -5.813 2.168 -2.208
C -1.554 3.066 -5.909
C -0.349 3.761 -5.332
C 0.651 2.774 -4.695
O 0.359 4.406 -6.413
H -2.155 2.597 -5.130
H -1.274 2.288 -6.624
H -2.180 3.714 -6.525
H -0.530 4.499 -4.548
H 1.629 3.244 -4.553
H 0.824 1.883 -5.298
H 0.395 2.531 -3.662
H 1.188 4.735 -6.054
C -4.746 -3.549 -0.624
C -4.182 -4.856 -0.058
C -2.995 -5.343 -0.911
O -3.765 -4.575 1.255
H -5.529 -3.226 0.066
H -5.342 -3.706 -1.533
H -4.015 -2.782 -0.872
H -4.954 -5.627 -0.089
H -2.694 -6.339 -0.582
H -2.151 -4.652 -0.908
H -3.257 -5.444 -1.969
H -3.312 -3.715 1.264
C -0.080 -2.004 5.201
C -1.129 -1.783 6.296
C -2.088 -0.631 5.956
O -1.875 -2.995 6.459
H -0.644 -2.068 4.262
H 0.513 -2.915 5.280
H 0.624 -1.172 5.185
H -0.615 -1.510 7.221
H -2.500 -0.849 4.968
H -1.725 0.386 6.078
H -2.991 -0.738 6.564
H -1.800 -3.431 5.604
*
```

Löwdin atomic charge list, values in e, 6 entries: 0.152, -0.391, 0.257, -0.863, 0.230, -0.371



Record 4
Below is 5 unconnected molecules or ions with the total composition C23H61NO7P2Si2, with properties calculated with ωB97M-V/def2-TZVPD.

Output
- HOMO energy: -8.5 eV
- Kohn-Sham gap: 8.847 eV
- LUMO energy: 0.3 eV

Structure (ORCA input):
```
! wB97M-V def2-TZVPD RIJCOSX def2/J DEFGRID3
* xyz 0 1
C 6.890 -2.802 -0.088
C 5.458 -2.518 -0.560
P 4.359 -2.125 0.879
C 4.387 -3.742 1.774
Si 2.334 -2.232 -0.098
C 2.104 -3.539 -1.421
C 1.643 -4.840 -0.761
O 0.220 -4.738 -0.639
C -0.430 -4.878 0.538
C 0.184 -5.738 1.620
O -1.493 -4.345 0.670
O 1.183 -2.512 1.033
Si 0.658 -1.587 2.316
P 1.960 -0.141 -0.929
N 0.690 0.545 -0.284
H 7.027 -3.856 0.162
H 7.611 -2.553 -0.870
H 7.155 -2.219 0.799
H 5.076 -3.365 -1.136
H 5.449 -1.649 -1.227
H 3.555 -3.773 2.484
H 5.313 -3.803 2.349
H 4.325 -4.616 1.118
H 3.024 -3.692 -1.993
H 1.325 -3.240 -2.128
H 1.893 -5.732 -1.341
H 2.083 -4.955 0.234
H -0.529 -6.542 1.817
H 0.267 -5.142 2.530
H 1.149 -6.177 1.379
H 1.653 -0.521 2.561
H -0.679 -1.037 2.079
H 0.641 -2.504 3.478
H 3.189 0.542 -0.807
H 1.883 -0.345 -2.330
H 0.911 1.428 0.165
C -1.803 4.886 -2.872
C -2.340 3.987 -3.972
O -1.331 3.282 -4.679
C -0.533 2.413 -3.890
C -1.310 1.340 -3.154
H -1.077 5.593 -3.277
H -2.621 5.447 -2.417
H -1.316 4.317 -2.079
H -2.841 4.585 -4.735
H -3.082 3.293 -3.561
H 0.064 2.988 -3.171
H 0.166 1.964 -4.599
H -1.996 1.763 -2.422
H -0.620 0.705 -2.597
H -1.888 0.724 -3.846
C -3.698 -4.818 3.217
C -4.112 -3.358 3.211
O -4.842 -2.946 4.358
C -4.167 -3.076 5.595
C -2.879 -2.274 5.690
H -4.568 -5.469 3.323
H -3.195 -5.040 2.276
H -3.002 -5.043 4.028
H -4.784 -3.166 2.375
H -3.232 -2.722 3.063
H -3.969 -4.131 5.822
H -4.881 -2.718 6.336
H -2.124 -2.625 4.985
H -2.463 -2.367 6.694
H -3.069 -1.218 5.490
C -4.230 3.241 1.108
C -4.676 2.283 0.016
O -3.616 1.577 -0.601
C -2.845 0.735 0.249
C -3.650 -0.372 0.907
H -3.498 3.951 0.719
H -5.091 3.799 1.480
H -3.785 2.718 1.955
H -5.144 2.841 -0.797
H -5.431 1.590 0.407
H -2.320 1.332 1.005
H -2.074 0.313 -0.393
H -4.408 0.012 1.592
H -2.981 -1.013 1.482
H -4.146 -0.985 0.154
C 2.290 5.423 -4.183
C 1.945 6.590 -3.272
O 1.780 6.234 -1.910
C 2.904 5.649 -1.280
C 4.140 6.533 -1.258
H 1.532 4.642 -4.108
H 2.327 5.763 -5.219
H 3.261 4.989 -3.944
H 0.981 7.010 -3.562
H 2.688 7.388 -3.383
H 3.143 4.679 -1.734
H 2.572 5.451 -0.260
H 4.524 6.726 -2.261
H 4.932 6.041 -0.692
H 3.918 7.490 -0.784
*
```

Löwdin atomic charge list, values in e, 6 entries: -0.179, -0.506, 0.782, -0.347, 0.220, -0.232



Q: The highest LUMO energy belongs to which entry?
A: C23H60BN6O19